Computed, not measured: a cluster of 3 separate species, C8H5BrNO4 in total in a non-equilibrium geometry, with wB97M-V/def2-TZVPD.

The geometry in XYZ format:
```
19
Properties=species:S:1:pos:R:3:forces:R:3
C 1.53902 -0.02097 1.89770 1.23 -1.36 0.48
C 1.12752 -1.24622 1.38566 -0.86 -1.71 2.19
C 1.41428 1.15619 1.20528 0.28 1.83 -0.36
C 0.28618 -1.29854 0.31138 0.07 -0.38 -1.62
C 0.67572 1.15099 0.03294 -0.65 -2.78 1.63
C 0.03824 -0.06292 -0.33127 0.69 0.31 -0.79
C -3.17690 1.28439 -0.45417 -0.95 0.26 2.33
C -0.82213 -0.03416 -1.51028 -1.88 3.58 -0.51
N -1.15804 -1.25711 -1.98153 -1.46 -3.66 -2.11
O -2.59615 1.28788 0.56861 0.19 -0.04 -1.06
O -1.30085 -1.83755 -3.04885 0.91 2.19 2.02
O -4.07251 1.32168 -1.19347 0.19 -0.01 -0.83
O -1.59225 0.93195 -1.87018 2.58 -2.40 0.28
Br 3.98141 -0.90504 -0.76322 -0.03 -0.01 -0.01
H 2.11208 -0.22017 2.79384 0.16 1.10 0.22
H 1.27274 -2.17792 2.07292 0.02 1.72 -1.67
H 1.86122 2.16140 1.47495 -0.41 -1.62 0.15
H -0.06383 -2.28104 -0.14805 0.26 1.58 0.93
H 0.47426 2.04718 -0.44226 -0.33 1.40 -1.26
```
Forces are in eV/Å.

gap between HOMO and LUMO (spin up / spin down) = 0.168 / 0.181 Ha
multiplicity = 1
highest occupied orbital energy (spin up / spin down) = -0.140 / -0.140 Ha
E_LUMO (spin up / spin down) = 0.75 / 1.10 eV
charge = -1